Record 1
Molecular formula: C35H70BBr2ClF3N7O11P3S
Method: DFT, ωB97M-V with the def2-TZVPD basis set

Values from the calculation:
E_HOMO = -0.1468 Eh
E = -9941.5774 hartree
net charge = -1

XYZ file:
```
134
C35H70BBr2ClF3N7O11P3S (ωB97M-V with the def2-TZVPD basis set)
C -0.409 -3.266 -1.814
C -0.971 -1.915 -1.321
C -0.066 -0.648 -1.469
C 1.302 -1.144 -0.968
C 2.291 -0.107 -0.471
C 3.695 -0.653 -0.454
F 4.063 -1.049 -1.682
Br 3.875 -2.257 0.670
C 4.714 0.430 0.019
F 4.903 0.403 1.331
F 4.288 1.633 -0.302
Br 6.475 0.203 -0.823
O -0.705 0.251 -0.562
P -1.476 1.702 -1.293
C -3.041 0.646 -1.757
C -4.427 1.312 -1.729
C -5.066 1.562 -3.106
C -5.938 2.825 -3.148
C -5.483 3.912 -4.085
N -5.439 3.452 -5.484
C -2.276 1.994 0.495
C -2.618 3.345 1.022
O -2.060 3.929 1.904
Cl -4.088 4.183 0.400
P 0.377 2.792 -0.457
O 1.443 3.133 -1.452
P -2.224 3.562 -2.316
C -1.845 3.545 -4.105
C -1.377 5.105 -1.776
O -0.728 1.268 -2.776
C -0.099 0.019 -2.906
C -0.699 -0.951 -3.927
C -0.826 -0.557 -5.397
C -1.836 0.573 -5.653
C -1.520 1.514 -6.794
S 0.184 2.121 -6.853
C -0.008 3.815 -7.159
N -0.537 4.450 -8.123
N -0.354 5.808 -7.842
C 0.281 5.855 -6.751
O 0.539 4.631 -6.238
B 1.333 0.429 -3.529
O 1.583 1.664 -3.987
O 2.354 -0.488 -3.688
H 0.420 -3.209 -2.503
H -0.044 -3.814 -0.955
H -1.188 -3.886 -2.231
H -1.112 -1.994 -0.257
H -1.924 -1.769 -1.798
H 1.100 -1.769 -0.114
H 1.801 -1.721 -1.723
H 2.338 0.814 -1.047
H 2.076 0.151 0.554
H -3.063 -0.092 -0.976
H -2.933 0.194 -2.731
H -5.091 0.581 -1.271
H -4.501 2.182 -1.098
H -4.320 1.535 -3.894
H -5.735 0.736 -3.294
H -6.933 2.550 -3.478
H -6.073 3.257 -2.168
H -4.567 4.386 -3.756
H -6.237 4.692 -4.062
H -5.143 4.242 -6.039
H -4.720 2.745 -5.578
H -1.538 1.609 1.179
H -3.140 1.365 0.656
H 0.858 2.013 0.612
H 0.008 3.983 0.216
H -0.839 3.231 -4.339
H -2.589 3.021 -4.684
H -1.905 4.587 -4.412
H -0.318 5.088 -2.008
H -1.531 5.363 -0.741
H -1.798 5.905 -2.372
H -0.076 -1.834 -3.904
H -1.680 -1.306 -3.647
H 0.103 -0.436 -5.945
H -1.274 -1.433 -5.853
H -1.994 1.072 -4.708
H -2.783 0.124 -5.922
H -2.177 2.372 -6.760
H -1.733 1.020 -7.729
H 0.622 6.693 -6.188
H 2.134 1.643 -4.771
H 2.024 -1.388 -3.700
C -3.635 -6.496 -1.309
O -3.519 -5.482 -1.967
N -3.016 -6.724 -0.137
C -3.192 -7.958 0.599
C -2.142 -5.693 0.404
H -4.274 -7.337 -1.632
H -3.609 -7.753 1.587
H -2.232 -8.465 0.722
H -3.871 -8.618 0.062
H -2.708 -4.774 0.560
H -1.340 -5.482 -0.301
H -1.721 -6.030 1.347
C 4.814 -2.781 5.950
O 4.271 -3.518 6.760
N 4.216 -1.765 5.321
C 4.919 -0.924 4.365
C 2.818 -1.501 5.602
H 5.875 -2.901 5.668
H 4.912 0.115 4.701
H 4.431 -0.979 3.395
H 5.949 -1.259 4.266
H 2.691 -1.291 6.664
H 2.217 -2.377 5.356
H 2.479 -0.651 5.016
C 7.828 -6.987 8.360
O 8.157 -6.977 7.189
N 6.925 -6.162 8.914
C 6.586 -6.231 10.318
C 6.263 -5.166 8.075
H 8.263 -7.699 9.085
H 5.521 -6.445 10.439
H 6.809 -5.281 10.808
H 7.159 -7.019 10.802
H 5.726 -5.659 7.270
H 7.009 -4.504 7.634
H 5.566 -4.584 8.666
C 0.393 3.320 5.500
O 0.798 3.006 4.398
N -0.573 4.210 5.748
C -0.984 4.524 7.099
C -1.232 4.887 4.639
H 0.809 2.882 6.424
H -2.042 4.291 7.235
H -0.830 5.586 7.304
H -0.403 3.942 7.812
H -1.710 4.169 3.979
H -0.497 5.442 4.057
H -1.979 5.570 5.035
```

---

Record 2
Molecular formula: C35H70O15
Method: DFT, ωB97M-V with the def2-TZVPD basis set

Values from the calculation:
E_HOMO = -0.3443 Eh
E = -2503.4615 hartree
ΔE to the lowest compared entry with this formula, charge and spin = 472.8 kcal/mol

XYZ file:
```
120
C35H70O15 (ωB97M-V with the def2-TZVPD basis set)
C 3.135 -0.082 -6.855
C 2.594 -1.238 -5.907
O 1.687 -0.566 -4.995
C 0.853 -1.267 -4.195
C 0.009 -0.406 -3.325
O 0.570 -2.525 -4.193
H 4.227 -0.323 -7.236
H 3.355 0.974 -6.380
H 2.348 0.202 -7.586
H 1.941 -1.952 -6.444
H 3.318 -1.841 -5.328
H -0.362 0.302 -3.725
H 0.842 -0.234 -2.464
H -0.714 -0.868 -2.939
C -4.513 -0.208 0.216
C -5.193 -1.147 -0.863
O -5.339 -0.543 -2.089
C -5.958 -1.134 -3.131
C -6.178 -0.252 -4.246
O -6.519 -2.242 -3.038
H -3.426 -0.059 -0.120
H -4.269 -0.518 1.219
H -4.728 0.829 0.160
H -4.559 -1.929 -1.073
H -6.027 -1.549 -0.390
H -6.626 0.687 -3.860
H -6.432 -0.555 -5.155
H -5.032 0.100 -4.475
C -4.340 -5.993 -3.218
C -3.936 -4.423 -3.197
O -2.556 -4.594 -2.858
C -1.780 -3.460 -2.657
C -0.423 -3.978 -2.402
O -2.101 -2.181 -2.723
H -5.399 -6.178 -3.547
H -3.933 -6.482 -2.362
H -3.870 -6.462 -4.054
H -4.155 -3.902 -4.092
H -4.330 -3.956 -2.234
H -0.182 -4.962 -2.904
H -0.265 -4.223 -1.441
H 0.435 -3.322 -2.593
C 3.390 4.998 6.906
C 2.880 4.887 5.507
O 2.003 3.653 5.400
C 1.481 3.298 4.348
C 0.700 1.984 4.436
O 1.361 3.973 3.360
H 2.653 5.121 7.618
H 3.999 5.885 7.052
H 4.171 4.237 7.215
H 2.249 5.792 5.270
H 3.715 4.847 4.645
H 1.026 1.474 5.279
H 0.932 1.356 3.513
H -0.415 1.980 4.573
C 8.258 0.430 -1.068
C 7.690 0.273 0.354
O 6.595 1.150 0.630
C 6.084 1.206 1.795
C 4.953 2.173 1.780
O 6.472 0.559 2.783
H 7.332 0.591 -1.482
H 8.833 -0.198 -1.557
H 8.624 1.573 -1.174
H 7.425 -0.631 0.301
H 8.497 0.440 0.993
H 4.367 2.211 2.564
H 4.255 1.878 1.018
H 5.374 3.029 1.479
C -2.965 -2.727 2.349
C -2.771 -2.049 3.637
C -1.495 -1.888 4.150
O -3.903 -1.660 4.372
H -3.976 -3.064 1.910
H -2.558 -3.711 2.114
H -2.571 -2.210 1.514
H -1.298 -0.926 4.812
H -0.726 -1.613 3.313
H -1.384 -2.726 4.796
C 2.416 -1.201 2.291
C 3.266 -2.457 1.818
C 3.977 -2.273 0.473
O 3.133 -3.517 2.467
H 2.513 -1.303 3.448
H 1.458 -1.495 1.762
H 2.948 -0.300 2.285
H 4.610 -3.041 0.289
H 4.564 -1.419 0.373
H 3.303 -2.322 -0.305
C -1.996 3.779 2.967
C -3.067 2.735 2.779
C -3.176 1.420 3.481
O -4.192 3.105 2.012
H -1.295 3.827 2.167
H -1.579 3.868 4.048
H -2.519 4.803 3.066
H -2.614 0.791 2.924
H -4.114 0.950 3.435
H -2.815 1.334 4.469
C 0.560 1.681 0.368
C -0.089 0.253 0.197
C 0.570 -0.650 -0.885
O -0.994 -0.063 0.973
H 1.555 1.385 0.438
H 0.318 2.191 1.119
H 0.448 2.419 -0.331
H 1.619 -0.774 -0.855
H 0.214 -0.138 -1.703
H 0.156 -1.642 -0.844
C -2.231 3.351 -1.156
C -1.730 2.504 -2.514
C -2.596 1.456 -3.124
O -0.659 2.868 -3.040
H -3.038 4.230 -1.470
H -1.283 3.987 -0.816
H -2.466 2.833 -0.487
H -3.618 1.945 -3.406
H -2.919 0.709 -2.510
H -2.060 1.037 -3.952
```

---

Question: Among the records above, which one has the lowest E_HOMO?
Answer: C35H70O15

---

Question: Look up the E of the second one.
Answer: -2503.4615 hartree

---

Question: Look up the E of the first one.
Answer: -9941.5774 hartree

---

Question: Number 2 is which compound?
Answer: C35H70O15